{"formula": "C4H15N2O", "method": "ωB97M-V with the def2-TZVPD basis set", "gap_ev": 10.917, "total_charge": 1, "e_tot_ev": -9410.4243, "fmax_ev_per_a": 7.55, "e_homo_ev": -13.79, "elements": ["C", "C", "C", "C", "N", "N", "H", "H", "H", "H", "H", "H", "H", "H", "H", "H", "H", "H", "H", "H", "H", "O"], "coordinates": [[0.44, -1.26, 1.90], [0.74, -1.66, 0.43], [0.89, -0.49, -0.52], [-0.29, -0.19, -1.35], [-1.45, 0.54, -0.67], [-0.01, 0.12, 2.12], [-0.23, -2.18, 2.43], [1.33, -1.38, 2.55], [-0.06, -2.42, 0.15], [1.65, -2.35, 0.30], [1.14, 0.56, -0.06], [1.68, -0.48, -1.25], [-0.82, -1.05, -1.82], [0.04, 0.42, -2.26], [-1.58, 1.47, -0.81], [-2.06, -0.12, -0.37], [-1.19, 0.60, 0.38], [0.70, 0.72, 2.53], [-0.66, 0.16, 2.73], [0.51, 3.04, -1.57], [-0.39, 3.21, -2.87], [-0.39, 2.75, -1.97]]}


{"formula": "C55H39BiNO6P2S4Sb", "method": "ωB97M-V with the def2-TZVPD basis set", "gap_ev": [7.499, 5.175], "multiplicity": 2, "total_charge": -1, "e_tot_ev": -145743.9725, "fmax_ev_per_a": 1.99, "e_homo_ev": [-5.26, -5.28], "elements": ["Bi", "O", "S", "C", "C", "C", "C", "C", "C", "C", "C", "C", "C", "P", "C", "C", "C", "C", "C", "C", "C", "C", "C", "C", "C", "C", "C", "C", "C", "C", "C", "C", "C", "C", "C", "C", "C", "C", "P", "C", "C", "C", "C", "C", "C", "C", "C", "C", "C", "C", "C", "C", "C", "H", "H", "H", "H", "H", "H", "H", "H", "H", "H", "H", "H", "H", "H", "H", "H", "H", "H", "H", "H", "H", "H", "H", "H", "H", "H", "H", "H", "H", "H", "H", "H", "H", "H", "H", "H", "O", "C", "C", "C", "N", "C", "C", "C", "O", "O", "C", "O", "O", "H", "H", "H", "S", "Sb", "S", "S"], "coordinates": [[-1.12, 0.23, 0.36], [3.26, 1.32, 2.12], [2.04, 1.20, 1.30], [1.94, 2.79, 0.45], [2.11, 3.94, 1.18], [1.95, 5.22, 0.64], [1.64, 5.31, -0.69], [1.34, 6.50, -1.56], [1.15, 5.91, -2.98], [1.36, 4.43, -2.82], [1.41, 3.41, -3.72], [1.61, 2.10, -3.24], [1.70, 1.79, -1.90], [1.94, 0.03, -1.37], [3.71, 0.07, -1.92], [4.68, 0.49, -1.00], [5.99, 0.66, -1.40], [6.36, 0.42, -2.71], [5.41, 0.00, -3.63], [4.10, -0.17, -3.23], [1.25, -0.96, -2.74], [0.18, -0.59, -3.54], [-0.31, -1.47, -4.48], [0.22, -2.74, -4.60], [1.24, -3.14, -3.76], [1.75, -2.26, -2.83], [1.73, 2.84, -0.95], [1.58, 4.14, -1.46], [0.72, 1.44, 2.56], [0.04, 2.60, 2.83], [-0.69, 2.80, 4.01], [-0.69, 1.81, 4.96], [-1.30, 1.71, 6.33], [-0.95, 0.29, 6.82], [-0.16, -0.33, 5.71], [0.39, -1.57, 5.55], [0.94, -1.90, 4.30], [1.02, -1.01, 3.24], [1.39, -1.64, 1.55], [0.18, -3.01, 1.44], [-0.94, -3.15, 2.25], [-1.83, -4.19, 2.03], [-1.63, -5.07, 0.98], [-0.52, -4.92, 0.16], [0.38, -3.90, 0.39], [2.90, -2.60, 1.98], [4.11, -1.91, 2.04], [5.28, -2.57, 2.40], [5.25, -3.92, 2.70], [4.06, -4.61, 2.64], [2.89, -3.96, 2.28], [0.60, 0.33, 3.44], [-0.04, 0.60, 4.66], [2.37, 3.83, 2.23], [2.04, 6.09, 1.27], [0.43, 6.98, -1.22], [2.15, 7.23, -1.54], [0.13, 6.08, -3.34], [1.84, 6.33, -3.71], [1.30, 3.58, -4.78], [1.68, 1.32, -3.98], [4.39, 0.69, 0.02], [6.74, 0.98, -0.69], [7.39, 0.57, -3.03], [5.69, -0.18, -4.66], [3.37, -0.51, -3.96], [-0.26, 0.39, -3.43], [-1.13, -1.16, -5.12], [-0.18, -3.43, -5.33], [1.63, -4.15, -3.82], [2.55, -2.56, -2.16], [0.05, 3.41, 2.11], [-1.24, 3.72, 4.15], [-0.92, 2.48, 7.00], [-2.38, 1.83, 6.25], [-0.38, 0.31, 7.75], [-1.86, -0.29, 6.98], [0.36, -2.31, 6.33], [1.27, -2.91, 4.14], [-1.14, -2.46, 3.06], [-2.70, -4.28, 2.66], [-2.35, -5.85, 0.79], [-0.38, -5.59, -0.67], [1.24, -3.77, -0.24], [4.13, -0.85, 1.82], [6.21, -2.03, 2.44], [6.16, -4.43, 2.99], [4.03, -5.67, 2.87], [1.96, -4.52, 2.23], [-5.12, 0.22, -4.51], [-4.16, 0.28, -3.57], [-3.67, 1.49, -3.07], [-2.71, 1.45, -2.07], [-2.30, 0.30, -1.58], [-2.65, -0.86, -2.12], [-3.59, -0.91, -3.12], [-1.78, -2.08, -1.71], [-2.05, -3.16, -2.20], [-0.81, -1.77, -0.97], [-1.90, 2.69, -1.61], [-2.14, 3.75, -2.16], [-1.00, 2.41, -0.79], [-5.42, 1.11, -4.74], [-4.00, 2.45, -3.44], [-3.87, -1.87, -3.54], [-3.46, -0.20, 4.48], [-4.18, 0.24, 2.33], [-2.68, 1.94, 1.48], [-2.98, -1.37, 0.94]]}